Record 1
C21H21BrNO12S | the ωB97M-V functional and the def2-TZVPD basis

The geometry in ORCA input format:
```
! RIJCOSX wB97M-V def2-TZVPD def2/J DEFGRID3
* xyz 1 1
N 3.378 4.485 -0.997
C 2.297 5.467 -1.040
C 0.907 4.824 -1.010
C -0.210 5.841 -1.143
S -1.864 5.247 -0.705
Br -2.014 3.301 -1.605
H 3.153 3.795 -0.283
H 3.369 3.966 -1.871
H 2.404 6.149 -0.193
H 2.418 6.057 -1.953
H 0.799 4.260 -0.080
H 0.838 4.107 -1.832
H -0.323 6.234 -2.155
H -0.097 6.685 -0.452
H -1.584 4.873 0.558
C 1.950 1.578 3.074
C 1.631 0.474 3.778
C 0.989 -0.744 3.129
O 0.767 -1.686 3.862
C 0.696 -0.713 1.710
C 1.027 0.384 1.020
C 1.673 1.590 1.671
O 1.910 2.534 0.917
O 0.819 0.539 -0.285
O 1.840 0.340 5.066
H 2.412 2.445 3.526
H 0.224 -1.580 1.269
H 1.205 1.409 -0.508
H 1.530 -0.557 5.313
C 1.324 -0.002 -4.683
C 0.448 0.725 -3.984
C -0.984 0.283 -3.752
O -1.690 1.025 -3.070
C -1.436 -0.953 -4.312
C -0.564 -1.695 -5.024
C 0.879 -1.264 -5.244
O 1.574 -2.021 -5.888
O -0.864 -2.843 -5.581
O 0.739 1.897 -3.417
H 2.347 0.305 -4.849
H -2.460 -1.256 -4.148
H -0.054 -3.168 -6.026
H -0.095 2.185 -3.003
C -1.616 -4.190 3.857
C -1.967 -5.289 4.545
C -2.605 -6.497 3.877
O -2.866 -7.434 4.607
C -2.857 -6.458 2.454
C -2.509 -5.357 1.773
C -1.860 -4.159 2.440
O -1.588 -3.218 1.707
O -2.690 -5.200 0.471
O -1.797 -5.437 5.843
H -1.156 -3.327 4.316
H -3.320 -7.315 1.987
H -2.341 -4.311 0.260
H -2.136 -6.330 6.063
*
```

Calculated values
* HOMO-LUMO gap: 0.2315 Ha



Record 2
C6H14NO4S2 | the ωB97M-V functional and the def2-TZVPD basis

The geometry in ORCA input format:
```
! RIJCOSX wB97M-V def2-TZVPD def2/J DEFGRID3
* xyz -1 1
C 1.269 0.157 0.492
C 1.263 -1.947 -0.851
C -1.629 2.717 -1.754
C 1.647 -0.435 -0.763
C -1.811 1.865 -0.477
C -1.722 0.405 -0.766
N 0.927 -1.468 2.805
O 2.492 0.273 2.893
O 3.090 -1.693 1.452
O -1.143 -1.846 0.698
O -1.514 0.247 1.917
S 2.051 -0.694 1.884
S -0.932 -0.385 0.799
H 0.200 -1.965 -0.846
H 1.931 -2.518 -0.148
H 1.495 -2.457 -1.845
H -0.715 2.379 -2.309
H -2.369 2.519 -2.456
H -1.774 3.794 -1.402
H 1.175 0.137 -1.658
H 2.830 -0.436 -0.953
H -2.766 2.024 0.075
H -1.117 2.097 0.304
H -2.604 -0.204 -1.148
H -0.873 0.252 -1.386
H 0.267 -0.786 3.197
H 0.331 -2.031 2.246
*
```

Calculated values
* energy above the lowest of the compared OMol25 structures with the same formula, charge and spin: 418.7 kJ/mol
* HOMO-LUMO gap: 0.2592 Ha